# 1
Entry from the Open Molecules 2025 dataset: a single C15H18N4O2 molecule (wB97M-V/def2-TZVPD).

```
39
Properties=species:S:1:pos:R:3:mulliken_charge:R:1
O -3.816 5.195 -1.753 -0.60
N 2.499 -3.028 2.092 -0.75
N 0.604 2.851 -2.099 -0.58
O -4.479 3.034 -1.934 -0.45
C -3.530 3.980 -1.876 0.44
C 1.789 -2.087 1.457 0.65
C 0.319 -3.346 2.471 -0.50
C 1.543 -3.702 2.754 0.45
C 0.178 4.175 -2.014 -0.26
C -0.363 1.825 -1.986 0.50
C -1.121 4.678 -1.973 -0.61
C -1.689 2.278 -1.914 -0.22
C -2.069 3.605 -1.836 0.37
N 0.445 -2.337 1.576 0.18
N 0.527 0.020 -0.591 0.17
C 1.953 -4.689 3.799 -1.16
C 0.075 0.443 -1.888 -1.03
C 2.431 -0.952 0.814 -0.86
C 1.779 -0.782 -0.569 -1.09
C -0.585 -1.768 0.621 -0.63
C -0.483 -0.203 0.391 -0.73
H -5.372 3.446 -1.884 0.36
H -0.590 -3.596 3.005 0.34
H 1.006 4.926 -2.079 0.33
H -1.322 5.704 -1.949 0.50
H -2.428 1.449 -1.876 0.40
H 2.486 -5.510 3.415 0.29
H 2.652 -4.087 4.406 0.27
H 1.087 -5.022 4.354 0.32
H -0.716 -0.178 -2.336 0.27
H 0.938 0.469 -2.648 0.43
H 2.312 0.040 1.353 0.27
H 3.431 -1.253 0.742 0.35
H 1.722 -1.748 -1.068 0.33
H 2.426 -0.191 -1.090 0.81
H -0.544 -2.346 -0.314 0.27
H -1.558 -1.844 1.040 0.48
H -1.525 0.184 0.194 0.40
H -0.011 0.365 1.193 0.32
```

Calculated values
Gap between HOMO and LUMO (eV): 7.76
HOMO energy (eV): -8.2
LUMO energy (eV): -0.4
SMILES: Cc1cn2c(n1)CCN(Cc1cc(C(=O)O)ccn1)CC2

# 2
Entry from the Open Molecules 2025 dataset: a molecular structure, C4H6FMgO4 (wB97M-V/def2-TZVPD).

```
16
Properties=species:S:1:pos:R:3:lowdin_spin:R:1
C 1.885 -2.180 0.481 0.02
O 1.555 -0.851 0.277 0.14
Mg 2.446 0.726 -0.321 0.68
H 1.583 -2.525 1.490 0.00
H 1.382 -2.850 -0.245 0.00
H 2.974 -2.367 0.389 0.01
C 1.261 0.900 2.274 0.02
O 0.074 0.337 2.537 0.01
C 0.132 -0.371 3.750 0.00
C 1.438 0.111 4.376 0.00
O 2.084 0.793 3.296 0.01
O 1.449 1.631 1.316 0.12
F 0.179 -1.705 3.464 0.00
H -0.777 -0.180 4.330 0.00
H 1.271 0.817 5.197 0.00
H 2.066 -0.725 4.699 0.00
```

Calculated values
Multiplicity: 2
Gap between HOMO and LUMO (alpha / beta) (eV): 6.18 / 8.57
HOMO energy (alpha / beta) (eV): -5.7 / -8.5
LUMO energy (alpha / beta) (eV): 0.5 / 0.0

# 3
Entry from the Open Molecules 2025 dataset: a molecular structure, C44H33F4IN5O4P2PbTe (wB97M-V/def2-TZVPD).

```
95
Properties=species:S:1:pos:R:3:mulliken_charge:R:1
Pb 1.449 -0.416 0.008 1.37
O 1.785 -2.812 0.442 -0.46
C 2.635 -3.520 -0.475 -0.71
C 3.736 -2.664 -1.042 1.10
C 4.758 -3.248 -1.777 -0.99
C 5.740 -2.440 -2.312 -0.32
C 5.680 -1.066 -2.103 -0.80
C 4.621 -0.564 -1.382 -0.42
N 3.665 -1.346 -0.865 0.32
H 2.235 -2.747 1.295 0.32
H 1.996 -3.861 -1.291 -0.37
H 3.045 -4.407 0.009 0.59
H 4.765 -4.319 -1.931 0.47
H 6.548 -2.872 -2.887 0.43
H 6.437 -0.402 -2.495 0.47
H 4.518 0.503 -1.213 0.43
I -0.300 1.820 2.270 -0.05
C -1.907 0.781 3.132 -0.51
C -1.916 0.836 4.496 -0.15
C -3.041 0.399 5.223 -0.97
C -4.149 0.006 4.543 -0.89
C -4.167 -0.040 3.127 0.89
C -5.381 -0.352 2.471 -0.76
C -5.457 -0.345 1.114 -1.28
C -4.283 -0.164 0.362 -0.12
C -3.061 0.069 0.941 0.85
P -1.612 -0.147 -0.206 -0.31
C -2.135 -1.617 -1.139 1.22
C -2.822 -1.583 -2.347 -0.03
C -3.267 -2.763 -2.925 -0.74
C -3.028 -3.979 -2.303 -0.69
C -2.331 -4.021 -1.104 -0.70
C -1.880 -2.844 -0.528 -0.93
C -1.753 1.296 -1.306 0.51
C -2.355 2.474 -0.862 -0.76
C -2.350 3.609 -1.659 -0.83
C -1.737 3.585 -2.905 -0.84
C -1.136 2.417 -3.353 -0.96
C -1.136 1.278 -2.558 0.75
C -2.998 0.262 2.364 0.61
H -1.072 1.256 5.028 0.47
H -3.028 0.434 6.304 0.44
H -5.054 -0.259 5.075 0.39
H -6.251 -0.575 3.076 0.41
H -6.396 -0.531 0.609 0.44
H -4.348 -0.264 -0.714 0.42
H -3.011 -0.636 -2.839 0.54
H -3.808 -2.732 -3.863 0.43
H -3.371 -4.897 -2.761 0.42
H -2.124 -4.970 -0.629 0.44
H -1.331 -2.879 0.409 0.24
H -2.845 2.507 0.103 0.42
H -2.829 4.514 -1.307 0.47
H -1.730 4.473 -3.523 0.41
H -0.663 2.387 -4.327 0.37
H -0.671 0.373 -2.919 0.65
C -1.738 -0.637 -5.934 -1.01
C -0.698 -1.636 -5.487 -0.55
O -0.180 -1.188 -4.217 -0.46
P 1.014 -1.954 -3.463 -0.74
O 1.042 -1.235 -2.109 1.09
Te 0.872 -4.286 -3.700 -0.44
O 2.339 -1.501 -4.259 -0.28
C 2.718 -0.112 -4.349 0.17
C 2.136 0.557 -5.576 -1.18
H -2.081 -0.890 -6.938 0.46
H -1.328 0.374 -5.956 0.18
H -2.599 -0.643 -5.264 0.17
H 0.120 -1.713 -6.206 0.34
H -1.123 -2.631 -5.355 0.38
H 3.805 -0.117 -4.398 0.38
H 2.417 0.407 -3.435 0.00
H 2.391 -0.010 -6.471 0.33
H 2.549 1.563 -5.679 0.42
H 1.052 0.634 -5.505 0.07
F 3.229 1.722 3.214 -0.39
C 2.614 2.158 4.311 0.36
C 2.508 3.474 4.518 0.38
F 3.017 4.305 3.629 -0.31
C 1.801 4.023 5.675 0.13
C 1.382 3.029 6.663 0.46
C 1.552 1.714 6.478 -0.18
F 1.118 0.869 7.399 -0.33
C 2.098 1.173 5.243 0.81
C 2.073 -0.157 4.955 0.62
C 2.205 -0.618 3.597 -0.33
N 2.196 -0.941 2.496 -0.40
C 1.830 -1.186 5.927 -0.14
N 1.705 -2.040 6.684 -0.43
F 0.796 3.447 7.767 -0.30
C 1.505 5.336 5.791 1.13
C 1.911 6.330 4.827 -0.11
N 2.181 7.161 4.082 -0.42
C 0.691 5.878 6.853 -0.18
N -0.001 6.344 7.640 -0.41
```

Calculated values
Gap between HOMO and LUMO (eV): 3.42
HOMO energy (eV): -9.2
Charge: +1
LUMO energy (eV): -5.8

# 4
Entry from the Open Molecules 2025 dataset: a molecular structure, C20H24N2O6V (wB97M-V/def2-TZVPD).

```
53
Properties=species:S:1:pos:R:3:lowdin_spin:R:1
V -1.379 0.302 0.543 1.18
O -2.353 3.116 0.766 -0.04
C -2.163 1.920 1.407 -0.11
O -1.003 1.612 1.936 -0.02
C -3.374 1.345 2.082 -0.01
O -3.052 -0.063 2.109 0.00
C -4.034 -0.909 1.523 0.00
C -3.947 -0.912 -0.004 0.00
O -4.775 -1.512 -0.649 0.00
O -2.921 -0.265 -0.491 0.00
H -1.504 3.407 0.401 0.00
H -3.510 1.695 3.109 0.00
H -4.272 1.536 1.494 0.00
H -3.838 -1.920 1.879 0.00
H -5.042 -0.622 1.826 0.00
C 2.936 -2.509 1.597 0.00
N 1.482 -2.407 1.578 0.00
C 0.703 -3.580 1.193 0.00
C 0.867 -1.237 1.712 0.00
C 1.664 -0.025 2.085 0.00
O -0.369 -1.157 1.524 0.01
H 3.213 -3.494 1.233 0.00
H 3.337 -2.389 2.604 0.00
H 3.385 -1.767 0.937 0.00
H 1.218 -4.470 1.550 0.00
H 0.589 -3.632 0.110 0.00
H -0.282 -3.527 1.647 0.00
H 2.431 -0.263 2.820 0.00
H 0.985 0.729 2.473 0.00
H 2.155 0.376 1.195 0.00
C 1.791 -2.636 -2.514 0.00
C 0.419 -2.624 -2.308 0.00
C -0.211 -1.504 -1.781 0.00
C 0.532 -0.372 -1.433 0.00
C 1.914 -0.384 -1.666 0.00
C 2.532 -1.502 -2.200 0.00
N -0.083 0.724 -0.787 -0.01
C 0.362 2.006 -1.194 0.00
C 0.746 2.972 -0.262 0.00
C 1.129 4.241 -0.683 0.00
C 1.155 4.559 -2.031 0.00
C 0.788 3.595 -2.963 0.00
C 0.391 2.335 -2.552 0.00
H 2.274 -3.506 -2.940 0.00
H -0.176 -3.487 -2.582 0.00
H -1.287 -1.484 -1.664 0.00
H 2.495 0.503 -1.441 0.00
H 3.600 -1.488 -2.381 0.00
H 0.724 2.724 0.790 0.00
H 1.418 4.980 0.054 0.00
H 1.454 5.547 -2.356 0.00
H 0.797 3.832 -4.019 0.00
H 0.090 1.592 -3.279 0.00
```

Calculated values
Multiplicity: 2
Gap between HOMO and LUMO (alpha / beta) (eV): 8.19 / 7.96
HOMO energy (alpha / beta) (eV): -7.8 / -7.5
LUMO energy (alpha / beta) (eV): 0.4 / 0.4

The energy above the lowest of the compared OMol25 structures with the same formula, charge and spin results, record by record, are as follows: 329.41, 57.13, 41.92, 0.00 kJ/mol.